27
Properties=species:S:1:pos:R:3 method="wB97M-V/def2-TZVPD" spin_multiplicity=1 total_charge=+1 e_tot_ha=-781.0091 lumo_ev=-5.82 largest_force_ev_per_a=0.78
H 1.80389 -0.03444 -1.46630
H -5.08295 -1.96616 -0.48636
C -3.34602 -1.79939 0.74975
C -0.51441 0.10098 0.99136
C -1.61719 -0.15504 0.15123
H -2.56677 -2.01999 2.47077
C -3.00059 -0.30097 0.70839
F 1.81116 0.38338 1.11309
N -1.48026 -0.33288 -1.15366
H -0.66258 0.25342 2.05075
N -0.24898 -0.27581 -1.63186
H 4.37945 1.12254 0.00596
C 4.38126 2.19990 -0.13227
C -4.07154 -2.36683 -0.42455
N -3.02110 -2.53975 1.71851
H -4.12719 -3.44626 -0.32446
H -3.55461 -2.12059 -1.35266
C 0.85510 -0.05236 -0.95042
H -3.69298 0.21906 0.04933
H -0.18474 -0.41889 -2.63507
H 4.06968 2.69781 0.78093
H -3.05035 0.09947 1.71577
O 6.59780 2.33060 0.45932
N 5.79126 2.60314 -0.39991
O 6.02122 3.16319 -1.44897
C 0.73382 0.14961 0.42125
H 3.77761 2.50625 -0.97994